(1)
{
  "formula": "C44H45CoNP2Si",
  "method": "wB97M-V/def2-TZVPD",
  "molar_mass_g_mol": 736.82,
  "e_lumo_ev": -3.26,
  "e_homo_ev": -10.76,
  "charge": 1,
  "species": ["Co", "N", "C", "C", "C", "C", "C", "C", "C", "C", "C", "C", "C", "C", "H", "H", "H", "H", "H", "H", "H", "H", "H", "H", "C", "C", "P", "C", "C", "C", "C", "C", "C", "C", "C", "C", "C", "C", "C", "C", "P", "C", "C", "C", "C", "C", "C", "C", "C", "C", "C", "C", "C", "H", "H", "H", "H", "H", "H", "H", "H", "H", "H", "H", "H", "H", "H", "H", "H", "H", "H", "H", "H", "H", "H", "H", "H", "H", "H", "C", "Si", "C", "C", "C", "C", "H", "H", "H", "H", "H", "H", "H", "H", "H"],
  "xyz": [[0.26, 0.73, 0.09], [-0.34, 2.10, -1.26], [-1.67, 2.68, -1.21], [-2.34, 2.92, -2.39], [-3.61, 3.46, -2.37], [-4.21, 3.76, -1.15], [-3.52, 3.52, 0.03], [-2.23, 2.99, 0.03], [-1.44, 2.84, 1.28], [-1.61, 3.84, 2.25], [-0.86, 3.85, 3.41], [0.08, 2.85, 3.61], [0.25, 1.85, 2.66], [-0.50, 1.81, 1.47], [-0.20, 1.69, -2.18], [0.35, 2.85, -1.21], [-1.86, 2.67, -3.34], [-4.14, 3.65, -3.30], [-5.21, 4.17, -1.12], [-4.00, 3.74, 0.98], [-2.30, 4.65, 2.06], [-1.00, 4.63, 4.14], [0.69, 2.85, 4.51], [0.97, 1.08, 2.86], [0.41, -2.51, -1.87], [-0.60, -2.42, -0.73], [-1.22, -0.82, -0.05], [-2.08, -1.41, 1.43], [-3.10, -2.34, 1.24], [-3.79, -2.85, 2.33], [-3.48, -2.42, 3.61], [-2.47, -1.48, 3.81], [-1.77, -0.98, 2.72], [-2.63, -0.42, -1.13], [-2.67, -0.82, -2.46], [-3.78, -0.55, -3.25], [-4.86, 0.12, -2.71], [-4.84, 0.52, -1.38], [-3.73, 0.26, -0.59], [1.80, -1.97, -1.56], [1.81, -0.15, -1.35], [1.90, 0.52, -3.04], [0.78, 0.44, -3.87], [0.80, 0.97, -5.15], [1.95, 1.61, -5.62], [3.06, 1.70, -4.80], [3.04, 1.16, -3.52], [3.41, 0.25, -0.60], [4.52, -0.59, -0.71], [5.72, -0.25, -0.09], [5.82, 0.94, 0.62], [4.72, 1.78, 0.73], [3.52, 1.43, 0.12], [0.03, -2.05, -2.79], [0.51, -3.57, -2.11], [-0.19, -2.92, 0.15], [-1.50, -2.97, -1.02], [-3.38, -2.66, 0.25], [-4.58, -3.57, 2.17], [-4.03, -2.81, 4.46], [-2.23, -1.14, 4.80], [-0.98, -0.27, 2.88], [-1.86, -1.40, -2.88], [-3.80, -0.89, -4.28], [-5.73, 0.32, -3.32], [-5.69, 1.03, -0.95], [-3.72, 0.56, 0.45], [2.50, -2.23, -2.36], [2.17, -2.39, -0.62], [-0.13, -0.04, -3.53], [-0.07, 0.90, -5.78], [1.97, 2.03, -6.61], [3.96, 2.20, -5.16], [3.92, 1.25, -2.90], [4.46, -1.52, -1.27], [6.57, -0.91, -0.18], [6.75, 1.20, 1.10], [4.79, 2.70, 1.29], [2.67, 2.09, 0.23], [3.55, -2.05, 4.01], [2.18, -2.77, 2.97], [2.85, -4.08, 1.82], [0.78, -3.44, 4.00], [1.49, -1.42, 1.92], [0.99, -0.55, 1.22], [4.01, -2.83, 4.63], [3.17, -1.27, 4.67], [4.32, -1.61, 3.38], [3.27, -4.92, 2.37], [3.65, -3.68, 1.19], [2.07, -4.48, 1.16], [1.11, -4.28, 4.62], [-0.04, -3.79, 3.36], [0.38, -2.67, 4.66]],
  "mulliken_charge": [-0.1003, 0.0964, 0.6422, -0.8091, -0.5988, -1.1508, -0.7022, 0.8259, 1.2010, -0.6342, -1.0352, -1.1202, 0.0431, -0.5738, -0.3286, 0.4888, 0.5169, 0.4595, 0.4378, 0.5736, 0.5344, 0.4104, 0.5073, 0.4234, -1.1822, -1.2999, 3.2153, 0.6774, -0.5891, -0.8659, -0.6306, -0.8454, -0.3976, -0.1125, -0.7669, -0.8816, -0.7678, -0.9292, -0.4342, -0.9511, 2.5310, 0.5939, -0.1304, -0.9918, -0.7495, -0.7575, -1.0445, 0.1495, -0.8195, -0.7655, -0.6188, -0.7908, -0.2321, 0.2819, 0.5666, 0.4990, 0.7207, 0.2489, 0.4653, 0.4109, 0.4882, 0.4225, 0.1660, 0.5065, 0.4407, 0.5123, 0.5231, 0.6833, 0.1859, 0.1565, 0.4870, 0.4057, 0.4371, 0.4712, 0.4238, 0.4419, 0.4197, 0.4621, 0.1879, -1.0551, -0.4480, -0.9419, -0.9665, 0.1670, 0.5054, 0.3730, 0.3336, 0.3051, 0.4351, 0.2810, 0.2968, 0.4353, 0.2661, 0.2784]
}

---

(2)
{
  "formula": "C44H45F2N3O3PS2Y",
  "method": "wB97M-V/def2-TZVPD",
  "molar_mass_g_mol": 885.87,
  "e_lumo_ev": 0.28,
  "e_homo_ev": -7.78,
  "charge": 0,
  "species": ["Y", "F", "C", "C", "C", "C", "C", "F", "C", "C", "C", "C", "C", "C", "N", "H", "H", "H", "H", "H", "H", "S", "C", "C", "C", "C", "C", "C", "C", "C", "C", "N", "H", "H", "H", "H", "H", "H", "C", "S", "C", "O", "H", "H", "H", "H", "H", "H", "O", "C", "N", "C", "O", "C", "C", "C", "C", "C", "C", "H", "H", "H", "H", "C", "C", "C", "C", "P", "C", "C", "C", "C", "C", "C", "C", "C", "C", "C", "H", "H", "H", "H", "H", "H", "H", "H", "H", "H", "H", "H", "H", "H", "H", "H", "H", "H", "H", "H", "H", "H", "H"],
  "xyz": [[-0.29, -0.13, -0.12], [-3.49, -2.72, 3.70], [-2.32, -2.85, 3.04], [-1.93, -1.85, 2.18], [-0.71, -1.86, 1.48], [0.07, -3.04, 1.69], [-0.36, -4.02, 2.59], [0.42, -5.10, 2.83], [-1.54, -3.95, 3.30], [1.27, -3.46, 0.91], [1.27, -4.76, 0.38], [2.40, -5.25, -0.23], [3.52, -4.43, -0.31], [3.42, -3.15, 0.19], [2.32, -2.66, 0.78], [-2.63, -1.04, 2.06], [-1.84, -4.72, 3.99], [0.37, -5.35, 0.46], [2.42, -6.24, -0.66], [4.43, -4.78, -0.77], [4.25, -2.47, 0.12], [3.17, 0.00, -3.48], [2.84, -1.65, -3.18], [1.86, -1.82, -2.25], [1.33, -0.60, -1.72], [1.93, 0.47, -2.33], [1.52, 1.85, -2.17], [1.92, 2.86, -3.06], [1.45, 4.14, -2.90], [0.60, 4.41, -1.83], [0.26, 3.37, -1.00], [0.69, 2.12, -1.15], [3.40, -2.41, -3.70], [1.50, -2.80, -1.98], [2.57, 2.60, -3.89], [1.73, 4.92, -3.59], [0.21, 5.41, -1.66], [-0.40, 3.53, -0.16], [3.66, 1.95, 1.66], [2.84, 0.34, 1.42], [3.15, -0.27, 3.09], [1.39, 0.73, 1.42], [4.73, 1.80, 1.76], [3.25, 2.44, 2.54], [3.45, 2.54, 0.77], [4.22, -0.35, 3.26], [2.69, -1.25, 3.15], [2.69, 0.42, 3.80], [-2.13, -3.44, -1.01], [-2.26, -2.48, -1.73], [-1.74, -1.22, -1.51], [-2.01, -0.41, -2.57], [-1.65, 0.77, -2.59], [-2.82, -1.16, -3.57], [-3.35, -0.81, -4.79], [-4.11, -1.76, -5.47], [-4.30, -3.03, -4.93], [-3.74, -3.39, -3.71], [-3.00, -2.44, -3.04], [-3.19, 0.18, -5.21], [-4.55, -1.52, -6.42], [-4.90, -3.75, -5.48], [-3.87, -4.37, -3.28], [-4.59, 3.94, 1.53], [-3.24, 3.76, 0.83], [-2.43, 5.05, 1.00], [-3.50, 3.55, -0.67], [-2.26, 2.21, 1.37], [-3.68, 1.04, 1.45], [-4.50, 0.74, 2.54], [-5.47, -0.25, 2.44], [-5.66, -0.94, 1.25], [-4.89, -0.62, 0.15], [-3.91, 0.36, 0.25], [-1.65, 2.48, 3.15], [-0.31, 3.22, 2.99], [-1.35, 1.10, 3.74], [-2.53, 3.27, 4.12], [-5.10, 4.80, 1.09], [-4.47, 4.13, 2.60], [-5.23, 3.07, 1.41], [-3.01, 5.88, 0.59], [-1.48, 5.02, 0.48], [-2.25, 5.28, 2.05], [-3.87, 4.48, -1.12], [-4.26, 2.78, -0.83], [-2.60, 3.25, -1.21], [-4.37, 1.25, 3.49], [-6.07, -0.49, 3.31], [-6.39, -1.73, 1.20], [-5.03, -1.14, -0.79], [-3.31, 0.61, -0.61], [0.37, 2.65, 2.36], [0.15, 3.35, 3.97], [-0.44, 4.21, 2.55], [-0.72, 0.51, 3.08], [-2.26, 0.54, 3.95], [-0.82, 1.23, 4.69], [-2.63, 4.31, 3.83], [-2.06, 3.24, 5.11], [-3.53, 2.84, 4.22]],
  "mulliken_charge": [-1.8202, -0.3748, 0.0884, 0.5300, 0.3546, -0.2151, 0.6869, -0.3752, -1.2058, 0.1576, -0.6040, -0.7680, -0.8981, -0.2558, 0.4547, 0.5485, 0.5203, 0.4791, 0.4160, 0.4104, 0.3826, -0.3518, -0.6237, -0.7198, 1.5792, -0.2873, 1.0480, -1.1419, -0.7550, -0.7633, -0.1961, 0.6202, 0.4666, 0.5908, 0.4697, 0.4308, 0.5045, -0.3528, -1.1394, 0.8710, -1.0284, -0.3526, 0.4629, 0.3458, 0.2925, 0.4723, 0.1716, 0.3776, -0.7096, -0.5331, 1.9676, 0.0649, -0.6318, 0.0854, -0.3380, -0.5713, -0.4439, -0.7362, 0.2838, 0.5319, 0.4218, 0.4132, 0.5128, -1.6706, 2.1215, -1.6172, -1.6738, 0.9192, 0.6085, 0.3055, -0.8532, -0.9266, -0.9916, -0.8532, 2.2917, -1.9377, -1.7426, -1.9150, 0.5779, 0.2574, 0.1938, 0.5664, 0.1376, 0.2508, 0.5703, 0.3470, 0.1522, 0.0812, 0.4709, 0.3858, 0.5124, 0.4933, 0.1628, 0.5921, 0.2386, 0.0581, 0.3043, 0.6325, 0.3768, 0.5363, 0.2153]
}

---

(3)
{
  "formula": "C44H46AuGeN5OSi",
  "method": "wB97M-V/def2-TZVPD",
  "molar_mass_g_mol": 958.55,
  "e_lumo_ev": -6.60,
  "e_homo_ev": -13.36,
  "charge": 2,
  "species": ["Au", "C", "C", "C", "C", "N", "C", "N", "C", "N", "C", "N", "C", "C", "C", "C", "C", "N", "C", "C", "C", "C", "C", "C", "H", "H", "H", "H", "H", "H", "H", "H", "H", "H", "H", "H", "C", "C", "C", "C", "Ge", "C", "C", "C", "C", "H", "H", "H", "H", "H", "H", "H", "H", "H", "H", "H", "H", "H", "H", "H", "H", "H", "H", "H", "O", "Si", "C", "C", "C", "C", "C", "C", "C", "C", "C", "C", "C", "C", "C", "C", "C", "C", "C", "C", "H", "H", "H", "H", "H", "H", "H", "H", "H", "H", "H", "H", "H", "H", "H"],
  "xyz": [[0.17, -0.41, -0.27], [-3.04, 0.33, -2.92], [-4.07, 0.81, -2.12], [-3.86, 0.95, -0.77], [-2.63, 0.64, -0.22], [-1.64, 0.15, -1.00], [-1.85, 0.00, -2.32], [-2.49, 0.83, 1.14], [-1.42, 0.95, 1.80], [-0.04, 0.92, 1.29], [0.75, 0.54, 2.47], [1.88, 0.00, 2.50], [2.63, -0.50, 1.45], [3.99, -0.70, 1.69], [4.79, -1.28, 0.73], [4.21, -1.69, -0.47], [2.87, -1.48, -0.66], [2.09, -0.89, 0.27], [-0.05, 0.85, 3.65], [0.31, 0.85, 4.99], [-0.69, 1.12, 5.91], [-2.01, 1.36, 5.50], [-2.36, 1.33, 4.16], [-1.35, 1.09, 3.25], [-3.16, 0.19, -3.98], [-5.03, 1.06, -2.55], [-4.63, 1.31, -0.10], [-1.03, -0.42, -2.88], [4.37, -0.40, 2.66], [5.84, -1.43, 0.92], [4.79, -2.17, -1.24], [2.36, -1.78, -1.57], [1.33, 0.65, 5.30], [-0.46, 1.14, 6.97], [-2.76, 1.55, 6.25], [-3.38, 1.50, 3.84], [2.61, 5.42, 1.04], [3.53, 4.76, 0.03], [2.88, 3.66, -0.80], [2.29, 2.50, 0.03], [0.53, 2.83, 0.78], [-0.81, 3.46, -0.48], [-0.82, 5.00, -0.62], [-1.21, 5.74, 0.65], [-1.27, 7.25, 0.43], [3.07, 6.32, 1.45], [2.38, 4.76, 1.88], [1.67, 5.72, 0.58], [4.40, 4.34, 0.54], [3.92, 5.51, -0.66], [3.62, 3.23, -1.48], [2.10, 4.08, -1.45], [2.98, 2.21, 0.83], [2.17, 1.62, -0.62], [0.45, 3.39, 2.20], [-1.79, 3.13, -0.13], [-0.62, 2.99, -1.44], [-1.54, 5.24, -1.41], [0.14, 5.35, -0.99], [-0.51, 5.53, 1.45], [-2.19, 5.38, 0.99], [-0.30, 7.63, 0.11], [-1.56, 7.77, 1.33], [-2.00, 7.50, -0.35], [0.32, -1.69, -1.72], [-0.26, -3.25, -1.47], [-1.10, -3.74, -3.05], [-1.86, -4.92, -3.07], [-2.49, -5.34, -4.23], [-2.36, -4.59, -5.40], [-1.60, -3.43, -5.40], [-0.98, -3.01, -4.23], [1.21, -4.34, -1.11], [1.52, -4.85, 0.15], [2.70, -5.54, 0.37], [3.60, -5.73, -0.67], [3.30, -5.25, -1.94], [2.12, -4.56, -2.16], [-1.45, -3.10, -0.01], [-0.96, -2.79, 1.27], [-1.81, -2.52, 2.33], [-3.18, -2.56, 2.14], [-3.69, -2.87, 0.89], [-2.83, -3.14, -0.18], [-1.95, -5.52, -2.17], [-3.06, -6.25, -4.23], [-2.85, -4.93, -6.30], [-1.49, -2.87, -6.32], [-0.36, -2.12, -4.26], [0.81, -4.76, 0.96], [2.92, -5.95, 1.35], [4.52, -6.28, -0.50], [3.98, -5.43, -2.76], [1.89, -4.21, -3.16], [0.11, -2.79, 1.46], [-1.41, -2.31, 3.32], [-3.86, -2.37, 2.96], [-4.76, -2.92, 0.73], [-3.25, -3.37, -1.15]],
  "mulliken_charge": [1.1004, -0.8661, -0.7098, -0.6686, -0.2000, 0.9020, -0.4062, -0.0948, -0.3495, 0.0176, 0.0012, -0.3398, -0.1641, -0.5452, -0.8087, -0.9244, -0.5154, 0.8625, 0.1750, -0.7709, -0.6985, -0.7435, -0.6995, 0.4744, 0.5654, 0.5086, 0.6412, 0.5272, 0.6405, 0.4821, 0.5680, 0.7932, 0.5950, 0.4893, 0.5070, 0.5827, -0.6361, -0.6316, -0.7054, -0.3086, 0.9130, -0.7542, -0.9238, -0.1559, -1.4688, 0.5063, 0.0970, 0.0510, 0.3228, 0.4113, 0.4088, 0.2463, 0.3521, 0.1875, -0.2701, 0.3647, 0.5693, 0.5572, 0.2991, 0.2204, 0.4379, 0.2987, 0.4012, 0.3672, -0.8870, 0.8705, 0.3107, -0.4385, -0.7727, -0.5305, -0.8239, -0.0932, 0.7336, -0.2725, -0.8952, -0.5088, -0.7986, -0.4405, 0.8242, 0.0809, -0.7933, -0.6955, -0.9330, -0.7178, 0.4680, 0.4468, 0.4192, 0.4453, 0.3234, 0.5597, 0.4787, 0.4425, 0.4459, 0.3491, 0.3003, 0.5706, 0.4478, 0.4727, 0.5252]
}

---

Number 3 is which compound? C44H46AuGeN5OSi

---

Which of these has the highest charge? C44H46AuGeN5OSi